[1]
57
Properties=species:S:1:pos:R:3:forces:R:3 method="wB97M-V/def2-TZVPD" e_above_lowest_ev=2.152 total_charge=+2 fmax_ev_per_a=5.57 homo_energy_ev=-15.988 homo_lumo_gap_ev=10.88
O -3.15325 0.31817 2.73455 0.45 0.07 0.05
H 1.92409 0.76016 3.68636 0.91 -0.14 -0.91
O 1.30504 -0.27196 -4.25899 1.46 0.15 -0.51
N -0.97461 -0.94535 -0.23293 0.61 0.25 -0.23
H 1.09015 -0.49262 -0.41981 0.28 0.32 0.34
H 2.42573 2.93761 3.09861 -0.05 -0.13 0.19
H 1.13950 -3.63205 -1.02482 0.26 -0.26 -0.09
H -1.41624 -0.07091 0.07523 -0.26 -0.22 -0.24
H -3.11740 -0.55774 3.13880 -0.15 0.07 -0.02
O -1.76424 -3.11131 -1.57546 0.34 -0.47 -0.64
H -1.88611 -3.68218 0.36229 -0.25 -0.53 -0.31
H 0.76104 2.69890 0.83511 -0.56 -0.94 -0.22
H -2.48944 2.75259 -0.19399 -0.20 -0.06 -0.09
H 1.94331 1.60691 0.57557 -0.77 -0.48 0.68
H -0.31108 -1.01877 2.50749 -0.84 -0.74 -0.69
H -2.65500 -3.22244 -1.93255 -0.10 0.23 0.19
H -0.41828 0.53346 -3.96751 -0.01 -0.03 -1.24
C 1.16487 1.38942 3.24489 -1.89 1.36 2.52
O -2.15278 -3.77007 1.28398 0.17 0.65 0.17
H 1.91263 0.37970 -4.64776 -0.46 0.52 0.31
O -0.07512 1.53063 -1.76248 0.52 -0.50 0.10
H 0.76214 -2.04818 0.36893 -0.33 1.10 -0.78
H 0.39349 2.32314 -2.05355 -0.19 0.09 -0.05
H 4.31040 1.04439 -0.87735 -0.15 -0.32 -0.62
H 1.74101 -1.03383 -4.67327 -0.71 -0.55 0.41
H -1.19997 -3.39497 -2.30833 0.08 -0.13 0.15
H -2.74111 1.41009 0.53491 -0.58 0.26 0.35
H 4.03190 -1.35694 2.79336 -0.27 -0.12 -0.06
H -4.07860 -1.96349 -0.06549 -1.13 0.44 -0.26
O 3.76991 -0.72531 2.10914 0.38 -0.05 0.37
H -3.09188 -3.98239 1.28523 0.08 -0.20 -0.04
H -2.92599 0.92443 3.45565 -0.23 -0.13 -0.17
O -1.35125 0.57753 -4.18196 -0.93 -0.14 0.69
N 0.90657 1.66153 0.77833 1.87 0.67 0.88
O 1.48123 2.76218 3.02500 0.61 -0.03 0.07
H 0.44165 1.41617 4.15890 0.69 -0.23 -1.62
H 4.59598 -0.23714 2.00066 -0.15 0.15 -0.26
H 2.78108 0.53136 -1.14941 1.05 -0.08 -0.54
C 0.39304 0.96618 2.01812 -0.93 -0.27 -0.81
C 0.35356 -0.59975 1.77171 4.09 3.55 1.30
H 0.48053 1.27419 -0.06088 -0.59 0.82 -0.34
H 0.17419 0.82422 -2.36710 0.11 0.23 -0.24
O 1.75499 -3.01347 -1.43286 -0.15 0.16 -0.09
H 0.94323 4.65205 -0.48508 -0.32 0.35 0.03
H -1.50834 0.94933 -5.05398 0.47 -0.04 0.00
O -3.66652 -1.39410 -0.71339 1.52 0.30 -0.28
O -2.09406 1.90684 0.02854 0.36 -0.44 0.27
H -0.58781 1.43182 2.14715 -0.09 -0.34 -0.30
H -0.59460 4.64885 -0.19673 0.20 0.27 -0.02
H -1.00619 -0.95480 -1.25843 -0.32 -0.21 0.29
O 3.40774 0.97040 -0.56349 -0.89 0.46 0.97
H -4.19140 -0.83779 -1.30094 -0.72 -0.56 0.66
H 2.58205 -3.49252 -1.55415 -0.07 -0.12 0.01
H -1.50727 -1.77142 0.08779 0.03 0.72 -0.16
H 1.37686 -0.71404 2.28090 -1.12 -1.16 -1.31
O 0.16974 4.08817 -0.36234 0.34 -0.30 -0.06
C 0.44088 -0.97487 0.28785 -1.50 -3.26 2.18

***

[2]
58
Properties=species:S:1:pos:R:3:forces:R:3 method="wB97M-V/def2-TZVPD" e_above_lowest_ev=2.575 total_charge=0 fmax_ev_per_a=1.48 homo_energy_ev=-7.703 homo_lumo_gap_ev=6.33
H -3.47844 4.70113 -1.17420 0.05 -0.22 -0.16
C -5.06331 0.21675 -3.01807 0.17 0.62 0.24
O 1.85983 1.93850 2.34417 -0.01 0.00 -0.46
N 1.72984 1.03196 0.26232 0.30 0.11 0.12
H 5.63051 -0.45168 -0.08403 -0.08 0.02 0.09
H -1.09478 3.06949 -0.15903 -0.18 -0.12 -0.15
C 4.62430 1.46557 -0.01744 -0.71 0.27 -0.10
H 3.64117 3.31464 0.50569 0.02 -0.22 0.24
C -0.99899 0.23591 0.50367 -1.28 0.22 0.71
H -5.85986 0.10563 -3.75524 0.24 0.02 0.25
C -0.39743 -1.95245 1.55131 -0.57 -0.61 -0.06
C -1.11203 -3.10020 1.95843 0.36 0.42 -0.69
H -4.15856 -3.44285 2.97372 0.24 -0.06 -0.17
H 2.70075 -3.28418 1.40139 -0.31 -0.06 0.03
H -1.06287 -5.18806 2.48183 0.36 0.04 -0.14
H -3.61378 -1.07167 1.23910 0.20 -0.31 0.16
N -2.48021 -2.80579 1.84926 -0.25 1.27 -0.12
H -3.08024 -4.71745 2.34932 -0.24 0.16 -0.06
C 5.88434 2.23069 -0.43000 0.01 0.03 -0.02
N -2.80659 2.70963 -1.42124 0.65 -0.12 0.81
C -1.36515 -0.95074 1.14182 -0.29 -0.71 0.18
C 0.90465 -4.37150 1.95209 -0.52 0.22 0.19
H 1.43225 -5.31426 2.08505 -0.14 0.20 0.02
C -0.48332 -4.32097 2.16891 0.48 -0.07 0.05
H 6.52189 2.43087 0.44080 -0.11 -0.02 -0.11
C 0.96859 -2.00507 1.35014 0.66 -0.45 0.20
H -4.20523 -3.87400 1.24742 0.29 0.05 0.18
H 3.56628 2.20713 -1.74375 0.04 -0.32 0.01
H -2.08733 4.48483 -2.26398 -0.26 -0.13 0.00
C -2.63907 -1.52906 1.39026 0.93 -0.59 -0.12
C 2.36979 1.74265 1.23971 0.52 -0.13 -0.35
C 5.04605 0.14299 0.62745 -0.01 0.04 -0.03
C -3.03704 4.04559 -1.93674 0.05 0.34 0.12
C -3.55561 1.58507 -1.77411 0.60 -0.35 -0.10
C -1.87340 0.96584 -0.31337 -0.50 0.50 -0.40
O 1.78413 -0.10360 -1.71022 -0.02 0.35 0.34
H 5.63602 3.19209 -0.89779 0.02 -0.16 0.08
C -4.56920 1.49613 -2.72095 -0.20 -0.53 -0.02
C 3.77594 2.31561 0.95808 0.22 -0.21 -0.07
H 4.30667 2.42796 1.91343 -0.26 0.11 -0.15
H -4.94186 2.39571 -3.20539 -0.07 -0.34 -0.02
H 4.18679 -0.45230 0.95059 0.03 0.06 -0.03
C 3.71777 1.23112 -1.24872 0.21 -0.08 0.18
C -1.80630 2.35471 -0.56210 -0.55 -0.96 -0.71
H -3.72460 3.98096 -2.78252 0.25 0.10 0.13
H 1.45882 -1.09173 1.01257 0.17 -0.32 0.01
H 0.01231 0.62297 0.66778 0.35 0.05 -0.16
C -3.48757 -0.79792 -1.44216 -0.71 -0.31 -0.47
C 2.32175 0.66748 -0.91101 0.53 0.17 0.23
H 6.47580 1.64636 -1.14682 -0.10 0.08 0.09
H -3.07406 -1.68209 -0.96504 -0.10 0.09 -0.29
C -4.53331 -0.91085 -2.37681 0.49 0.01 0.38
H 5.67563 0.33950 1.50306 -0.09 -0.06 -0.08
H 4.20891 0.54572 -1.95217 -0.23 0.19 0.01
C -3.54578 -3.75743 2.11844 -0.27 0.02 0.16
H -4.93717 -1.89716 -2.61340 0.19 0.29 0.05
C 1.62344 -3.22717 1.55896 -0.38 0.47 0.02
C -2.99115 0.45896 -1.12045 -0.21 0.91 -0.04

***

[3]
14
Properties=species:S:1:pos:R:3:forces:R:3 method="wB97M-V/def2-TZVPD" e_above_lowest_ev=4.752 total_charge=0 fmax_ev_per_a=0.81 homo_energy_ev="-7.932 / -7.077" homo_lumo_gap_ev="8.02 / 6.92"
H -0.24120 2.50846 0.20106 0.01 -0.18 0.00
H -0.93595 0.42998 -1.43660 -0.19 0.14 0.40
H -0.96908 -1.52510 -0.73729 -0.03 -0.29 0.31
O 1.47802 -1.62070 0.73914 0.25 -0.01 -0.13
H -1.16074 -1.34116 1.01901 0.06 0.41 0.08
H 0.23663 -0.32594 -2.10124 -0.15 0.22 0.69
C -0.15467 1.42648 0.17757 0.15 0.10 0.07
H 2.02456 1.13862 0.34728 -0.16 -0.09 0.22
C -0.75509 -0.87933 0.10953 0.11 -0.05 -0.04
H 2.17378 -1.22541 1.28687 0.06 -0.16 -0.42
C 1.02204 0.72715 0.28535 -0.07 -0.11 0.02
C 0.71442 -0.64392 0.23768 -0.09 0.17 -0.07
C -1.21229 0.53393 -0.22965 -0.02 -0.12 -0.31
H -2.22044 0.79692 0.10130 0.06 -0.03 -0.81

***

[4]
20
Properties=species:S:1:pos:R:3:forces:R:3 method="wB97M-V/def2-TZVPD" e_above_lowest_ev=1.249 total_charge=+1 fmax_ev_per_a=2.23 homo_energy_ev="-13.640 / -16.269" spin_multiplicity=2 homo_lumo_gap_ev="8.60 / 10.20"
H 1.57329 -1.78213 -0.15395 -0.10 -0.57 0.05
C -0.20734 0.56157 0.00905 0.36 0.40 -1.31
C -1.28565 -0.28378 -0.36446 0.12 -0.39 0.28
H 1.71359 1.17497 -0.71905 -0.19 0.15 -0.07
H 5.49680 0.82970 1.04424 0.46 0.48 -0.13
H -0.37815 1.61375 0.20309 -0.26 -0.16 0.97
H 2.96887 -0.71040 -0.18489 0.33 -0.09 -0.01
H -2.10610 -1.01857 1.46661 -0.11 0.18 0.80
C -2.31075 -0.90170 0.43128 0.76 0.17 -1.26
H 6.00727 1.37165 0.88552 -0.47 -0.48 0.13
H 1.82489 -0.62884 1.17183 0.27 -0.21 0.05
H 0.90256 -0.11552 -1.65229 0.16 0.21 -0.11
C -3.06817 0.41695 0.04005 -1.92 1.06 0.42
H -2.87399 1.01645 -0.86388 0.67 -0.33 0.04
C 1.11354 0.27250 -0.64896 0.06 -0.44 0.05
C 1.93474 -0.80478 0.10278 -0.57 0.80 0.11
H -3.10227 1.10608 0.87276 0.46 0.10 0.17
H -1.37580 -0.51996 -1.41873 0.44 -0.30 -0.28
H -4.10764 0.18192 -0.17175 -0.18 -0.58 -0.03
H -2.71968 -1.77985 -0.04926 -0.29 0.01 0.10

***

[5]
62
Properties=species:S:1:pos:R:3:forces:R:3 method="wB97M-V/def2-TZVPD" smiles="COB(O)c1cccc2c1Sc1c(N=C=O)cccc1N2CP(=O)(O)O.c1ccncc1.c1ccncc1" total_charge=0 fmax_ev_per_a=4.01 homo_energy_ev=-8.103 homo_lumo_gap_ev=8.08
O 3.98012 -1.92119 2.33182 -0.68 0.14 -1.70
H -1.32479 3.00191 0.59180 0.93 -0.82 -0.46
H 0.26559 5.73497 4.12467 0.45 -1.45 -0.01
H -2.07612 -4.84965 -2.27032 0.03 0.01 -0.02
H 1.10403 4.09713 5.96984 0.02 -0.80 -1.10
O -2.72183 0.42748 -0.11873 1.72 0.24 1.10
H -4.79233 0.52670 -0.86301 -0.15 0.05 -0.06
O -1.41048 0.32586 2.20808 0.16 0.16 -2.51
H -4.83345 -1.78014 -1.81706 -0.03 0.00 -0.04
N -7.95279 0.50464 -2.03999 0.37 -0.27 0.02
H 1.88826 2.87192 -1.84068 0.56 -1.07 0.76
H -1.40631 -0.65548 2.29949 0.17 0.77 0.14
C 2.33897 2.00608 -1.27308 0.72 -1.32 1.16
N 0.60942 -2.50994 -3.79206 -0.37 -0.38 0.14
H -1.00653 -5.39415 -4.45894 0.03 0.03 0.00
C 3.41998 1.21242 -1.89514 -1.41 -0.42 3.19
O -0.37210 -0.56395 -0.06800 -0.69 1.42 1.18
C 1.31300 1.96034 3.06819 -0.23 1.00 -0.19
H 6.41074 -0.43243 1.14159 0.11 -1.15 -0.53
H -6.92405 -2.58463 -2.91662 -0.03 0.04 0.00
C -1.32427 -4.19445 -2.69617 -0.08 -0.03 0.05
C 0.85695 2.89762 2.01965 -0.19 2.32 3.26
H -8.88139 -1.04021 -3.01835 0.05 -0.06 0.00
O 3.98801 0.41891 5.11056 0.29 1.30 0.94
C 0.47192 4.28220 2.45474 0.96 -1.91 1.63
N 1.86095 1.40639 5.55974 2.21 1.09 -1.22
H 6.95844 -2.11240 1.63307 -0.36 0.76 -0.84
C 6.54999 -1.49952 0.77373 0.79 -0.32 0.55
C -5.67955 0.14030 -1.34770 0.01 -0.05 -0.01
H 3.88315 -2.89098 2.27897 0.51 0.47 0.31
C -6.82325 0.91660 -1.45259 -0.40 -0.02 -0.15
C 0.22431 -3.63232 -4.41225 0.20 0.34 0.08
H 0.14091 5.01111 1.66195 0.42 -0.87 1.06
C 0.55843 4.67298 3.88552 0.50 -2.07 -1.36
C 3.52094 -0.24834 0.28628 -0.74 2.41 -1.96
C -0.94188 -3.03897 -2.03270 -0.11 -0.16 -0.11
H 0.35075 -1.31924 -2.14054 -0.09 -0.10 0.10
S 1.80464 0.27106 2.52328 0.22 1.25 -0.32
P -1.16953 0.54805 0.55588 -0.98 -2.54 -0.66
H 4.83893 -0.46823 -1.58852 -1.14 0.48 0.94
C 1.40772 2.32637 4.52068 -1.17 3.09 -1.62
C -0.73236 -4.50108 -3.91196 -0.02 0.00 0.04
H -1.38063 -2.76703 -1.08173 0.13 0.05 -0.01
C 1.81708 1.72991 0.10184 2.79 -1.32 -2.38
C -7.95348 -0.73394 -2.54679 -0.14 0.36 0.10
C -6.86564 -1.59090 -2.49139 0.06 0.00 0.03
N 0.77772 2.63390 0.58892 0.24 -1.87 1.06
B 4.25147 -1.45484 1.02656 0.71 -0.73 -0.01
C 2.43201 0.60325 0.83555 0.05 0.96 -1.01
H -6.85257 1.92350 -1.04916 0.07 -0.03 0.01
H 3.76617 1.50999 -2.91478 -0.23 -0.59 1.13
H 0.71793 -3.83095 -5.35807 -0.05 -0.06 0.01
O 5.31919 -2.11237 0.31732 -0.68 1.44 0.79
C 3.99549 0.09801 -1.09668 -1.33 1.36 0.18
C 0.02205 -2.23392 -2.61980 0.39 0.24 -0.35
H 7.31343 -1.51366 -0.05190 -0.90 0.07 0.69
H -0.68996 2.41942 -0.98970 0.25 -0.59 1.28
C -5.70685 -1.13982 -1.87923 0.05 -0.01 0.03
C 1.03736 3.71921 4.91766 -0.48 -0.55 -2.74
C -0.58406 2.27222 0.13062 -1.27 0.96 0.36
H -2.86169 -0.53261 -0.27588 0.23 0.75 0.00
C 3.07185 1.07688 5.39155 -2.45 -2.09 -0.95

***

[6]
74
Properties=species:S:1:pos:R:3:forces:R:3 method="wB97M-V/def2-TZVPD" total_charge=+1 fmax_ev_per_a=2.75 homo_energy_ev=-11.595 homo_lumo_gap_ev=8.73
C 2.15739 3.58822 0.74281 0.75 -1.42 -1.39
C -6.62107 2.05441 2.88870 -0.02 0.00 0.10
H -6.97949 1.99673 3.90848 -0.01 0.00 -0.01
C 3.72031 0.39243 2.28258 -0.25 -0.07 0.00
H 0.54797 -5.07895 -3.32090 -0.18 -0.05 -0.32
H 0.66051 2.54183 -1.56369 0.41 0.07 -0.08
H 6.31837 2.55402 1.79883 0.25 0.13 0.03
C -5.85812 3.29805 1.00886 0.06 -0.06 -0.20
H 1.59234 -1.28964 1.91115 -0.53 -0.09 0.12
O -1.82463 -3.19036 -1.08778 0.04 0.23 0.07
C -0.75405 -0.69124 0.45781 -0.21 0.13 -0.03
H 0.07102 -1.26015 -2.42780 -0.07 -0.17 0.23
C -1.91259 2.20023 -0.15690 -0.79 0.72 0.33
H 0.94399 -1.48308 -0.41034 0.99 -0.49 0.57
H -5.86743 0.16331 0.20021 -0.04 -0.04 0.04
H -2.38811 4.20786 0.19056 -0.15 0.47 0.01
C -2.33751 3.57140 -0.68274 0.61 -0.40 0.46
H 4.63047 2.91130 1.67607 -0.26 0.07 -0.13
H 0.37612 -6.57006 -2.41737 0.05 -0.28 0.18
H 2.21468 -2.23500 -3.52076 0.03 -0.38 0.14
C 2.54621 1.08309 -0.02291 -0.15 0.64 -0.38
H 1.03887 0.27053 2.09534 -0.48 0.12 -0.32
H 5.53952 2.15817 0.31266 -0.34 0.30 -0.26
H -1.11500 0.20299 0.95053 0.16 0.17 0.03
H 1.62906 -5.06458 -0.52265 -0.15 -0.29 0.37
C -1.11443 -1.84868 1.39818 0.82 -0.07 -0.32
O -0.46182 -4.92537 -0.71184 -0.21 0.24 0.34
H 0.23874 0.05313 -3.58471 -0.43 0.14 0.09
C -6.46642 0.90692 2.12997 0.02 0.01 -0.01
C 0.74134 -0.56426 0.12080 -2.68 0.61 -0.22
C -1.04944 -3.73581 -0.35983 0.10 -0.49 -0.35
H 0.91032 -2.02676 -4.71339 -0.20 -0.25 -0.03
C 5.15569 0.77319 1.93180 -0.04 1.28 0.27
H 1.02795 -3.76740 -1.52035 0.12 0.23 -0.08
H 3.42982 1.04144 -0.65025 -0.05 -0.20 -0.53
C -6.00394 1.03684 0.82918 0.06 -0.05 -0.16
C 5.38352 2.19726 1.38455 0.64 -0.63 0.15
H -6.69986 -0.06804 2.53522 -0.01 -0.01 -0.03
H 1.99481 -5.85369 -2.70872 0.14 -0.27 -0.14
Cl 3.58532 -1.44728 0.42402 -0.10 0.23 -0.26
H 3.77918 -0.52426 2.85357 -0.12 -0.18 0.25
H -2.33173 1.38413 -0.74510 0.32 -0.16 -0.31
C 1.20588 0.60950 -0.78088 2.52 -0.48 -0.01
H 2.10195 4.63108 0.86033 -0.24 0.59 0.40
N 1.44005 -0.40332 1.42717 1.82 -0.59 0.31
C 0.19991 1.68051 -1.09914 -0.78 0.56 0.34
C 0.78650 -0.67826 -3.00196 0.57 0.25 -0.51
H -0.48870 1.28660 -1.84525 -0.19 -0.21 -0.05
H -0.61641 -1.64784 2.34650 -0.12 0.02 0.36
N -5.70019 2.20309 0.26089 0.05 0.08 0.23
H 2.61837 -0.58943 -1.93019 0.24 -0.04 0.24
H -1.56589 3.97891 -1.32809 -0.09 0.04 -0.37
C 0.94922 -5.65822 -2.49962 0.19 0.63 0.03
C 0.86107 -4.81063 -1.24943 -0.03 0.12 -0.34
H -1.29273 -0.73876 -0.48085 -0.17 -0.26 -0.18
H -6.41743 4.19792 2.87648 -0.01 0.01 -0.02
Cl 2.46687 1.42238 -3.09503 0.23 0.03 0.11
H 5.70388 0.70181 2.86215 0.07 -0.19 0.28
H -5.60676 4.23400 0.52189 -0.02 0.04 0.06
C 2.81955 0.07476 1.09555 0.27 -0.05 -0.30
C 2.42111 2.48376 0.32289 -0.58 1.21 1.69
H 0.33722 -3.48079 1.26088 0.30 -0.11 -0.21
H -1.26391 -3.93363 1.68681 0.00 -0.34 0.10
H -3.30148 3.52938 -1.16550 -0.23 0.05 -0.19
C 1.78907 0.07765 -2.11920 -1.30 -0.54 -0.37
H 2.19459 -0.86488 -4.58245 0.15 0.09 -0.19
O -0.51356 2.11188 0.04277 0.17 -0.49 -0.03
C -6.31056 3.27776 2.31888 0.01 0.01 -0.01
H -2.16891 -1.79252 1.61748 -0.37 -0.03 -0.12
H 5.61981 0.06878 1.25293 -0.20 -0.38 -0.07
C 1.55640 -1.52557 -4.00685 0.02 0.26 0.01
H -2.35838 2.10966 0.82893 -0.05 -0.25 0.25
I 2.78910 1.76140 3.67497 0.05 -0.28 0.03
C -0.70352 -3.27988 1.02308 -0.40 0.55 0.30

***

| no. | DFT total energy (Eh) |
| --- | --- |
| 1 | -1262.2621 |
| 2 | -1321.6859 |
| 3 | -270.3833 |
| 4 | -236.5773 |
| 5 | -2401.9445 |
| 6 | -2567.6840 |